1.
A 2-piece molecular cluster, C4H7NO2 overall. Source: the Open Molecules 2025 dataset; level of theory: wB97M-V/def2-TZVPD.

```
! RIJCOSX wB97M-V def2-TZVPD def2/J DEFGRID3
* xyz 0 1
C -1.52 -1.06 0.03
C -0.32 -0.25 -0.46
C 0.04 0.78 0.56
N 1.16 0.57 1.13
C 1.71 -0.57 0.47
O 2.78 -1.07 0.70
O 0.85 -1.05 -0.48
H -1.37 -1.33 1.08
H -1.63 -1.97 -0.56
H -2.43 -0.46 -0.06
H -0.49 0.15 -1.47
H -0.63 1.60 0.85
H 0.66 2.41 -1.13
H 1.20 2.26 -0.64
*
```

Output
energy above the lowest of the compared OMol25 structures with the same formula, charge and spin = 180.92 kJ/mol
structure (SMILES) = C[C@H]1C=NC(=O)O1.[H][H]
E = -361.81195 hartree


2.
A 2-piece molecular cluster, C4H7NO2 overall. Source: the Open Molecules 2025 dataset; level of theory: wB97M-V/def2-TZVPD.

```
! RIJCOSX wB97M-V def2-TZVPD def2/J DEFGRID3
* xyz 0 1
C 2.08 -0.03 -0.69
N 1.72 -0.83 0.45
C 0.83 -0.90 1.25
C -1.05 1.35 0.22
O -1.54 0.45 -0.59
C -2.08 -0.69 -0.33
O 0.02 -1.08 2.10
H 1.40 0.83 -0.79
H 3.11 0.32 -0.58
H 2.01 -0.64 -1.60
H -0.78 2.28 -0.26
H -1.18 1.22 1.29
H -2.38 -1.26 -1.19
H -2.17 -1.02 0.70
*
```

Output
energy above the lowest of the compared OMol25 structures with the same formula, charge and spin = 447.51 kJ/mol
E = -361.71041 hartree


3.
One molecule with the formula C4H7NO2. Source: the Open Molecules 2025 dataset; level of theory: wB97M-V/def2-TZVPD.

```
! RIJCOSX wB97M-V def2-TZVPD def2/J DEFGRID3
* xyz 0 1
C -1.30 1.32 -0.60
C -0.29 0.40 0.03
N 1.10 0.41 -0.30
O 1.90 0.47 0.87
C 0.37 -0.85 -0.48
C 0.20 -1.89 0.58
O -0.61 -2.78 0.45
H -1.04 1.63 -1.62
H -2.28 0.83 -0.61
H -1.37 2.21 0.03
H 2.69 0.93 0.55
H 0.33 -1.21 -1.51
H 0.76 -1.74 1.51
H -0.46 0.28 1.10
*
```

Output
energy above the lowest of the compared OMol25 structures with the same formula, charge and spin = 371.02 kJ/mol
structure (SMILES) = C[C@H]1[C@H](C=O)N1O
E = -361.73954 hartree


4.
A 2-piece molecular cluster, C4H7NO2 overall at a distorted geometry. Source: the Open Molecules 2025 dataset; level of theory: wB97M-V/def2-TZVPD.

```
! RIJCOSX wB97M-V def2-TZVPD def2/J DEFGRID3
* xyz 0 3
C 2.30 0.62 -0.04
C -2.72 -0.16 -0.53
C 1.40 -1.51 0.67
C -1.64 0.65 -0.40
N 1.75 -0.57 -0.11
O 1.67 1.67 -0.11
O -0.91 0.98 0.70
H 3.45 0.66 -0.20
H -3.19 -0.39 -1.49
H -3.22 -0.44 0.43
H 1.23 -1.45 1.78
H 1.01 -2.22 0.10
H -1.11 0.79 -1.36
H -0.02 1.37 0.57
*
```

Output
energy above the lowest of the compared OMol25 structures with the same formula, charge and spin = 276.71 kJ/mol
E = -361.56880 hartree